{"formula": "C22H30N2O4", "method": "ωB97M-V/def2-TZVPD", "e_lumo_ev": -0.091, "smiles": "CCc1cc(=O)oc2cc(OCC(=O)NC3CC(C)(C)NC(C)(C)C3)ccc12", "gap_ev": 8.6, "multiplicity": 1, "energy_ha": -1266.83593, "de_lowest_ev": 0.813, "symbols": ["C", "H", "H", "H", "C", "C", "C", "C", "O", "O", "C", "C", "C", "C", "C", "C", "H", "H", "O", "C", "C", "O", "N", "H", "C", "C", "H", "H", "C", "N", "H", "C", "C", "H", "H", "C", "H", "H", "H", "C", "H", "H", "H", "C", "H", "H", "H", "C", "H", "H", "H", "H", "H", "H", "H", "H", "H", "H"], "positions_angstrom": [[-1.94, -2.32, 2.72], [-1.10, -1.64, 2.69], [-2.01, -2.75, 3.71], [-1.76, -3.12, 2.01], [-3.25, -1.59, 2.37], [-3.16, -0.99, 1.00], [-3.68, -1.62, -0.07], [-3.58, -1.11, -1.43], [-4.01, -1.66, -2.41], [-2.93, 0.09, -1.58], [-2.39, 0.75, -0.54], [-1.71, 1.92, -0.83], [-1.07, 2.63, 0.18], [-1.18, 2.18, 1.50], [-1.87, 1.03, 1.79], [-2.47, 0.26, 0.78], [-1.94, 0.70, 2.82], [-0.74, 2.75, 2.31], [-0.40, 3.76, -0.18], [0.90, 3.98, 0.36], [1.85, 2.89, -0.17], [2.61, 3.09, -1.09], [1.72, 1.71, 0.46], [1.05, 1.62, 1.21], [2.23, 0.45, -0.07], [3.08, -0.26, 0.98], [3.93, 0.36, 1.25], [2.47, -0.42, 1.87], [3.58, -1.62, 0.48], [2.44, -2.38, -0.02], [2.74, -3.30, -0.33], [1.49, -1.82, -0.96], [1.05, -0.44, -0.46], [0.45, 0.05, -1.22], [0.42, -0.58, 0.43], [0.27, -2.75, -0.95], [-0.05, -2.92, 0.07], [-0.55, -2.32, -1.52], [0.53, -3.71, -1.40], [2.01, -1.72, -2.41], [2.72, -0.92, -2.54], [1.17, -1.54, -3.08], [2.48, -2.66, -2.70], [4.13, -2.42, 1.67], [3.32, -2.65, 2.36], [4.88, -1.84, 2.20], [4.57, -3.35, 1.34], [4.72, -1.45, -0.54], [5.61, -1.09, -0.03], [4.96, -2.40, -1.00], [4.48, -0.73, -1.32], [2.83, 0.72, -0.94], [0.89, 4.00, 1.45], [1.21, 4.95, -0.03], [-1.65, 2.27, -1.85], [-4.20, -2.57, 0.02], [-3.46, -0.82, 3.11], [-4.07, -2.31, 2.38]]}